(1)
Here is a structure of composition C5H20NO6 in a non-equilibrium geometry from the Open Molecules 2025 dataset. Energies are from ωB97M-V/def2-TZVPD.

- HOMO level (hartree) = -0.2066
- LUMO level (eV) = 3.378
- orbital gap (eV) = 9.00
- total charge = -1

CARTESIAN COORDINATES (ANGSTROEM)
C 0.877529 1.876501 0.105325
O -0.371779 2.042940 -0.397897
C 1.484529 0.517545 0.209079
C 0.531401 -0.441341 0.971520
C 0.909700 -1.849862 0.688782
C 2.066627 -2.465971 0.955160
N 1.853520 0.007604 -1.166908
H 0.964912 2.386007 1.001720
H 1.487149 2.625120 -0.515571
H 2.385746 0.730206 0.716354
H 0.497020 -0.342531 2.031625
H -0.568292 -0.224703 0.584497
H 0.085216 -2.461633 0.351542
H 2.868956 -1.784689 1.224210
H 2.384448 -3.467407 0.875191
H 1.708297 -0.998455 -1.220186
H 1.224830 0.312487 -1.952949
H -2.056742 1.194279 1.967876
H -0.636229 1.703909 2.029707
O -1.386055 1.380304 2.494392
H 0.157821 3.164399 -1.724936
H 0.247203 2.765050 -3.040565
O 0.091004 3.590971 -2.638528
H -2.181638 -2.653080 0.191968
H -1.630887 -3.613973 1.295847
O -2.166476 -3.574453 0.533810
H -0.759066 1.133352 -1.173552
H -1.684431 0.294157 -2.504096
O -1.213819 0.150766 -1.809575
H -2.076603 -0.471871 -0.814630
H -2.515257 -0.510213 0.792896
O -2.578622 -1.015400 -0.062119

Atoms 1-2, force components in eV/Å:
C 1.062 1.948 -2.703
O -2.158 -1.459 -1.154

=====

(2)
Here is a cluster of 2 separate species, C2HNOS3 in total in a non-equilibrium geometry from the Open Molecules 2025 dataset. Energies are from ωB97M-V/def2-TZVPD.

- HOMO level (spin up / spin down) (hartree) = -0.3411 / -0.3432
- LUMO level (spin up / spin down) (eV) = -2.270 / -2.169
- orbital gap (spin up / spin down) (eV) = 7.01 / 7.17

CARTESIAN COORDINATES (ANGSTROEM)
C 0.285175 2.406870 0.107794
C -0.579067 -1.137104 -0.164670
N -0.261212 1.618677 0.718722
O -1.467753 -1.802031 2.137866
S 1.927844 -0.703699 -1.573071
S -0.031130 -0.854639 -1.691395
S -1.000271 -2.308515 0.858695
H 1.126412 2.780442 -0.393941

Atoms 1-2, force components in eV/Å:
C 1.028 -0.478 -0.100
C 0.033 -1.040 -1.739

=====

(3)
Here is the molecule C3H8N2OS in a non-equilibrium geometry from the Open Molecules 2025 dataset. Energies are from ωB97M-V/def2-TZVPD.

- HOMO level (hartree) = -0.3284
- SMILES = C[SH]1=NCOCN=1
- LUMO level (eV) = 0.595
- orbital gap (eV) = 9.53

CARTESIAN COORDINATES (ANGSTROEM)
C 2.264606 -0.135189 -0.720446
S 0.832888 0.070974 0.441621
N 0.192517 1.415088 0.258455
C -1.459235 1.177196 0.042559
O -1.756734 0.028924 -0.546683
C -1.350483 -1.172333 0.172249
N 0.023028 -1.240207 0.310170
H 2.771569 -1.020781 -0.512444
H 1.566867 -0.223875 -1.606109
H 2.878063 0.788290 -0.833830
H 1.483802 -0.030689 1.751295
H -1.987275 1.493051 1.088165
H -1.785449 2.007081 -0.634004
H -1.691593 -1.928426 -0.394657
H -1.982573 -1.229105 1.183662

Atoms 1-2, force components in eV/Å:
C -2.801 2.306 -0.752
S 1.172 -1.518 1.371

=====

(4)
Here is a cluster of 9 separate species, C27H63N9O9 in total in a non-equilibrium geometry from the Open Molecules 2025 dataset. Energies are from ωB97M-V/def2-TZVPD.

- HOMO level (hartree) = -0.3313
- SMILES = CN(C)C=O.CN(C)C=O.CN(C)C=O.CN(C)C=O.CN(C)C=O.CN(C)C=O.CN(C)C=O.CN(C)C=O.CN(C)C=O
- LUMO level (eV) = 0.029
- orbital gap (eV) = 9.05

CARTESIAN COORDINATES (ANGSTROEM)
C -1.196200 0.716155 -1.133372
N 0.074040 0.409635 -0.487442
C 1.142440 1.306265 -0.804932
C 0.153950 -0.515325 0.450258
O -0.766700 -1.256925 0.772548
H -1.248720 1.804535 -1.161262
H -2.059150 0.433885 -0.530262
H -1.228940 0.298455 -2.139632
H 0.776750 2.314535 -0.610612
H 2.043400 1.025945 -0.259232
H 1.519820 1.353585 -1.826422
H 1.078930 -0.539565 1.046928
C 0.243990 2.371085 -4.331132
N -1.101850 2.282125 -5.047362
C -1.772160 0.991405 -5.118852
C -1.559370 3.398055 -5.649932
O -2.503140 3.425645 -6.474712
H 0.208480 1.773035 -3.420542
H 0.583100 3.364375 -4.037062
H 1.022770 1.977505 -4.984352
H -2.633410 0.823005 -5.765372
H -1.054060 0.272545 -5.513392
H -1.910080 0.630405 -4.099652
H -0.921050 4.289275 -5.547592
C 7.192740 -2.415695 1.075348
N 5.884450 -1.718505 1.067998
C 5.862230 -0.247215 0.816288
C 4.700230 -2.430665 1.103618
O 3.635360 -1.867205 1.042718
H 7.124530 -3.491635 0.914718
H 7.726250 -2.339695 2.022818
H 7.809370 -1.852395 0.374948
H 6.526230 0.311425 1.475928
H 6.156110 0.029635 -0.196182
H 4.841190 0.129725 0.757148
H 4.803010 -3.522505 1.201218
C -5.140120 4.882905 1.237128
N -4.895690 4.637155 -0.186122
C -4.780020 3.237295 -0.647462
C -4.523050 5.655745 -0.964442
O -4.239470 5.621135 -2.207762
H -4.503010 4.402755 1.979848
H -6.085980 4.471115 1.589098
H -5.160390 5.919995 1.571988
H -4.820670 3.230205 -1.736672
H -3.766090 2.915935 -0.409182
H -5.581050 2.675035 -0.167552
H -4.513990 6.576355 -0.360632
C -4.015100 -0.534725 1.488348
N -3.816880 -0.697835 2.933308
C -4.956690 -0.609795 3.760658
C -2.551530 -0.694285 3.415478
O -2.373920 -0.777945 4.619818
H -4.622190 -1.387065 1.183328
H -3.225570 -0.797495 0.784298
H -4.387770 0.463815 1.260008
H -5.631150 0.136035 3.339998
H -5.406690 -1.594125 3.631398
H -4.705350 -0.638735 4.820888
H -1.729680 -0.476925 2.715818
C -5.672120 -1.768245 -4.138042
N -4.636630 -1.129965 -3.373112
C -3.434250 -2.033145 -3.239182
C -4.778160 0.147495 -2.970762
O -3.848170 0.805905 -2.446622
H -5.903420 -2.804425 -3.891162
H -5.175100 -1.929995 -5.094542
H -6.572680 -1.165115 -4.253512
H -2.807890 -1.790425 -2.380772
H -3.865340 -3.027595 -3.123702
H -2.819690 -1.923165 -4.132662
H -5.791240 0.460865 -3.266842
C 1.561220 -1.721625 4.545438
N 2.882540 -1.457665 5.221768
C 3.952620 -2.553585 5.138378
C 3.205770 -0.186815 5.629928
O 4.288120 0.114535 6.277748
H 1.124760 -2.707555 4.705218
H 1.532060 -1.495255 3.479598
H 0.793120 -1.060535 4.946788
H 4.799450 -2.413845 5.810288
H 3.584540 -3.564955 5.310848
H 4.310110 -2.512745 4.109478
H 2.409590 0.486175 5.275818
C 0.836830 -5.499675 3.125188
N -0.625920 -5.374775 2.680818
C -0.822830 -4.162485 1.834708
C -1.505460 -6.400965 2.571708
O -2.299510 -6.467125 1.615838
H 1.625570 -5.489995 2.372918
H 0.905750 -6.333465 3.823868
H 0.900420 -4.630265 3.779538
H -1.852350 -3.831945 1.697148
H -0.411540 -3.216435 2.186768
H -0.267880 -4.393675 0.925488
H -1.268920 -7.109265 3.380748
C 5.084120 4.320525 -2.397972
N 5.946070 3.110545 -2.105742
C 5.488700 1.760235 -2.357512
C 7.227430 3.467945 -1.783452
O 8.148900 2.681585 -1.479162
H 5.043020 4.465075 -3.477562
H 5.519670 5.221565 -1.966102
H 4.124360 4.100715 -1.930372
H 4.494950 1.667825 -1.919302
H 5.270970 1.638415 -3.418572
H 6.206590 1.000965 -2.047302
H 7.369320 4.554855 -1.886862

Atoms 1-2, force components in eV/Å:
C 0.112 0.345 0.344
N -0.371 0.423 -1.262

=====

Listing energy above the lowest of the compared OMol25 structures with the same formula, charge and spin for the structures above in their given order: 2.812 0.481 6.323 9.900 eV.